[1]
This record from the Open Molecules 2025 dataset describes a 7-piece molecular cluster, C51H86F9NO22 overall in a non-equilibrium geometry. The level of theory is the ωB97M-V functional and the def2-TZVPD basis.

Computed properties:
**LUMO level**: -1.643 eV
**HOMO**: -9.330 eV
**SMILES string**: CCCNC1=C(C(F)(F)C(F)(F)C(F)(F)C(F)(F)F)C(=O)C(COC)=C(CCCCCCCCCCCOC)C1=O.CCOC(=O)OC.CCOC(=O)OC.CCOC(=O)OC.CCOC(=O)OC.CCOC(=O)OC.CCOC(=O)OC

```
! RIJCOSX wB97M-V def2-TZVPD def2/J DEFGRID3
* xyz 0 1
H -2.39927 4.93351 0.63777
O -6.41716 9.16588 -0.98759
O -2.01117 7.30620 1.83471
H -7.60575 12.38066 -3.06198
C 0.88717 -8.15738 -3.47526
C 2.50602 -7.35289 -4.93665
H 9.08780 -1.43593 -0.86765
H -5.50027 8.73343 2.61550
C 7.99694 -1.55440 -0.84347
H -1.25784 6.01274 3.27107
H 1.59266 2.04059 -0.84845
H 4.30011 -1.82570 1.85222
H -0.94268 -10.11814 -1.73530
H 2.78754 0.76213 2.80010
H 0.62566 10.90452 2.27286
C -0.38242 11.30776 2.37749
O 0.30430 11.83504 6.46979
C -6.46623 -12.86023 4.87348
F 1.69546 1.72889 -2.59441
H 1.56009 -2.76866 -1.79417
O -1.98454 -12.68094 0.63089
O -3.48895 8.85385 2.10194
C 3.64674 -0.33836 -2.44153
C 3.76789 0.41004 0.88942
H 7.86140 -1.60591 -3.67083
O 0.70018 -7.05312 -3.03003
O -3.47919 7.11982 3.55016
H 3.22985 -0.51238 0.64316
C -0.45270 11.89349 5.37146
C 6.24461 0.27927 -3.26368
H 0.77810 1.77455 2.01798
H 7.34262 3.09100 -3.41832
H 4.66113 5.45094 -3.57413
C -8.65272 12.17363 -2.84688
H 8.21482 -2.57537 1.07276
N 5.48739 2.44559 -4.27946
C 2.18333 -3.56304 -1.36598
O 7.40367 0.64869 -3.30182
C 4.12461 -2.87581 -2.56100
H 6.85300 -3.32131 -1.34572
F 0.32991 0.34940 -4.41015
H -6.15859 -13.90219 4.93057
H -1.87130 -7.52539 -3.06443
H 5.14177 3.26087 -1.77612
H -5.91324 -10.95667 5.73032
C 7.03879 -2.12247 -3.16746
H 0.31769 3.28874 -1.93930
H -1.31848 3.04550 -1.29051
H -0.44583 6.04916 1.70346
H -2.80854 -8.51221 -1.93478
C -2.03028 -8.53817 -2.69749
O -8.12709 -10.83498 4.31096
H -1.71012 3.94007 1.92691
H -4.81494 10.35754 2.35809
H -10.66294 -10.56239 4.08680
H -2.11082 11.02026 3.64984
H 5.99335 2.13333 -5.10441
H 4.95481 -3.57315 -2.71390
C 1.43093 2.51935 0.12552
H -5.72272 -12.32967 6.82398
H 5.72528 -1.54949 2.82904
H 3.91353 5.21242 -1.98865
O 0.26917 -9.27368 -3.10386
C -3.04062 7.68973 2.58599
C -1.67088 -14.08425 0.68744
H -3.58883 -9.19194 2.29364
H 5.38354 6.17494 -2.12755
H -11.62247 -11.09314 5.49174
C -1.41769 6.04180 2.19345
O -7.85048 -12.86929 5.26466
H -4.44362 9.45954 3.85219
O -6.17937 11.40997 -1.08073
C 2.18132 1.73166 -4.89574
H -3.37265 -14.69804 -0.47639
H 3.24806 -7.76990 -5.61093
C -4.99420 9.05173 -0.87472
H -2.59522 -16.00091 0.43674
H -3.21285 4.83878 2.20214
C 4.86744 5.28990 -2.51322
C 3.90281 0.98825 -3.13560
H -2.37554 -9.15498 -3.52809
O 0.16189 3.16181 0.14268
H 6.06084 -3.27533 1.08308
H 1.85998 -3.73273 -0.33805
H 6.74758 -2.96786 -3.80053
C -1.10529 10.62230 3.51564
F -1.16115 2.99480 -5.40247
C -6.86120 10.41684 -1.10895
C -3.56193 -10.24936 2.53840
H 2.07662 -4.48961 -1.94550
H 5.54130 -2.15974 -0.15524
H -9.21891 13.09725 -2.96845
O -0.38153 10.71633 4.75558
H 3.40693 -3.04595 -3.38113
H 2.22728 3.26576 0.27315
O -2.88418 -12.79280 2.70518
H -6.38863 -12.53825 3.83530
H 1.84120 -6.68490 -5.48237
H -4.51464 9.33738 -1.80975
C -0.28521 2.64370 -4.48099
C 0.35134 13.05150 7.21951
C 5.72498 4.01971 -2.30685
H 0.91207 12.82202 8.12065
C 5.89057 -1.15235 -3.03245
C 5.14946 1.27820 -3.54019
H 8.44974 -3.28366 -2.06531
C 5.17173 0.08588 1.44854
C -2.59583 -12.18567 1.70470
H -0.30962 12.38089 2.54766
C -10.63592 -10.79645 5.14877
C 7.57991 -2.65963 -1.82789
H 7.59449 -0.58606 -1.15462
H -4.79159 8.00599 -0.66294
H -4.57649 -10.64341 2.57906
C 7.57649 -1.81387 0.60806
H -1.18226 -14.30555 1.63602
H -3.61416 -14.82255 1.27158
C 5.31336 -1.40385 1.82268
C -4.63598 9.37399 2.78488
C 6.09770 -2.21833 0.78929
H -4.57201 -12.08689 5.49655
H -0.65125 13.38602 7.47701
C -8.82543 11.64942 -1.43806
H 0.86131 13.82812 6.65163
H -4.61745 9.66854 -0.06480
O -8.18558 10.37581 -1.25126
F 2.74818 0.62517 -5.43778
C 1.48315 1.46751 1.23740
H -0.92459 11.13926 1.44691
O -1.09379 12.84932 5.01499
O -2.82719 -10.88946 1.49061
C 2.88656 1.24485 1.81766
H 6.56321 4.26214 -1.64343
H -9.01784 11.44372 -3.57034
O -9.78309 -11.91658 5.40061
H -8.44809 12.35433 -0.69750
C -5.61956 -12.00412 5.78813
H -3.07128 -10.39440 3.49833
C -2.23884 4.86805 1.71485
F 0.40852 1.34951 -6.32884
F 2.50625 2.78063 -5.65952
O 3.54434 -3.15864 -1.30939
C -0.75933 -9.11318 -2.11006
H 2.99620 -6.80598 -4.13339
C 4.62546 -1.45338 -2.69104
H 3.35174 2.22190 2.01016
F -0.93764 2.26116 -3.41136
C 0.64323 1.49141 -5.01739
C -0.35735 3.54552 -1.11746
F 3.08334 3.21339 -3.28034
C -2.89094 -14.95220 0.46851
C -8.54082 -11.78059 4.93343
H -0.94944 -14.22931 -0.11412
H -0.38360 -8.50415 -1.28847
H -1.17754 9.55556 3.32225
H 6.41869 4.29314 -4.30805
H 1.10355 0.52660 0.82105
C 2.73665 1.92375 -3.43151
C 6.32947 3.46345 -3.59677
H 5.35983 0.71266 2.32986
O 2.68820 -0.49958 -1.72164
O 1.77818 -8.46863 -4.42008
H 7.77294 -0.88770 1.16426
F 0.42623 3.72195 -4.18276
H 3.86499 0.95766 -0.06100
H -0.53889 4.62812 -1.14453
H 5.92844 0.37730 0.71152
H -9.87526 11.45601 -1.22641
H -10.29412 -9.92630 5.70692
*
```

[2]
This record from the Open Molecules 2025 dataset describes a 10-piece molecular cluster, C51H90O9S3 overall in a non-equilibrium geometry. The level of theory is the ωB97M-V functional and the def2-TZVPD basis.

Computed properties:
**Expectation value of S²**: 0.767
**LUMO level (spin up / spin down)**: -4.156 / -8.325 eV
**HOMO (spin up / spin down)**: -10.800 / -10.800 eV

```
! RIJCOSX wB97M-V def2-TZVPD def2/J DEFGRID3
* xyz 1 2
H -10.88501 -28.79590 -10.49311
H -7.23881 -18.91472 -16.37868
H -8.43821 -22.01484 -16.76727
H -19.55970 -20.74729 -11.59400
H -5.86195 -19.88413 -8.35412
H -4.26627 -27.68499 -9.35872
H -7.01421 -21.09390 -17.47305
H -8.84967 -20.05171 -12.93414
H -14.02084 -24.09292 -11.20022
H -9.66146 -18.15124 -7.97668
H -4.14856 -27.07348 -12.15612
H -7.92513 -17.48665 -14.37628
H -5.96472 -29.59339 -15.12057
C -11.88104 -28.75532 -8.62851
H -6.87470 -18.81022 -13.87579
H -5.57308 -19.91658 -5.88825
H -2.83484 -20.85115 -10.45029
H -10.03953 -18.19640 -11.53951
C -2.90420 -22.75943 -5.48310
C -10.60554 -28.86082 -9.44155
C -16.05975 -19.72452 -8.06660
O -7.95067 -28.99582 -10.48077
C -12.34056 -21.96818 -5.34743
C -8.81027 -24.74758 -12.12774
C -10.29085 -24.03336 -10.18600
H -2.87676 -21.90444 -6.15863
C -3.51470 -29.13885 -11.81437
C -4.56441 -28.07443 -12.27134
C -5.79199 -29.50636 -14.04787
H -9.12622 -24.82317 -14.32453
C -7.36770 -28.76299 -7.88856
C -8.87813 -18.72818 -7.50771
S -18.08309 -22.61357 -11.95664
H -7.27393 -28.00355 -7.11232
H -4.31960 -29.39164 -8.86843
H -6.61331 -23.75680 -8.05387
C -14.21835 -23.04432 -11.42272
S -4.64289 -25.15414 -7.97820
H -2.21978 -24.27718 -6.95613
H -4.05983 -28.20882 -14.32026
H -9.26578 -22.82819 -11.64930
C -13.73749 -21.70734 -5.17126
C -15.56923 -18.49386 -7.72501
H -9.07296 -17.00792 -12.25798
C -14.19893 -18.24415 -7.80887
H -6.94679 -22.36244 -12.55442
H -10.41168 -21.29985 -4.91331
H -17.08854 -20.00957 -7.90308
H -5.60970 -27.38849 -14.03020
C -6.10579 -20.74684 -11.43692
C -9.08743 -18.07914 -12.05707
H -5.39214 -28.23586 -11.58076
C -7.46555 -20.79836 -15.35352
C -7.43851 -21.60936 -16.61144
O -4.31210 -24.06616 -6.78932
C -7.91322 -19.30375 -15.61584
H -9.21020 -21.48989 -9.61235
C -6.04951 -22.01599 -12.06324
H -10.24557 -29.86958 -9.23924
C -4.90489 -22.81789 -12.05751
C -9.83490 -23.75676 -11.60512
C -3.03152 -24.07378 -6.25770
C -11.45822 -21.05424 -4.80928
H -6.48659 -20.83701 -14.87578
H -6.79518 -22.47278 -16.44193
H -11.22157 -19.33755 -3.47690
H -7.48290 -25.14379 -13.91986
C -13.31397 -19.78221 -3.91970
H -11.68681 -28.59624 -7.56781
H -2.76877 -29.20250 -12.60661
H -9.51183 -22.18463 -8.02013
H -11.58654 -23.02761 -8.73749
H -6.78289 -29.36087 -13.61769
H -2.98405 -28.42134 -8.44175
H -11.52187 -22.20235 -10.32659
C -8.34371 -24.54731 -13.61766
O -16.56642 -22.57230 -11.34057
C -13.34682 -19.19220 -8.28168
O -7.59651 -26.58791 -9.62604
H -14.36108 -22.51913 -5.51553
C -4.97417 -28.22052 -13.72701
C -11.88348 -19.97585 -4.04335
H -4.98093 -23.77109 -12.55951
H -13.32279 -22.69817 -11.93871
C -4.91095 -20.33957 -10.89082
H -8.90374 -19.29849 -16.07075
C -9.01312 -19.03000 -13.27692
H -14.13126 -22.49132 -10.48746
C -2.76387 -28.80324 -10.47141
C -6.49531 -19.61395 -6.36184
H -9.94727 -19.07884 -13.83644
C -7.85271 -19.04689 -8.30560
H -5.25565 -23.11963 -9.08502
C -3.75554 -21.18466 -10.90579
C -10.94717 -22.73911 -9.57179
O -3.49570 -25.25935 -8.86113
C -15.51750 -22.81962 -12.19284
C -14.22527 -20.60133 -4.47565
C -15.19544 -20.68758 -8.53994
C -18.47318 -20.80379 -11.52790
H -13.08661 -21.20040 -8.94505
H -12.47363 -29.66535 -8.72222
C -9.99258 -21.79350 -8.91679
C -13.82664 -20.44438 -8.72780
H -15.40004 -21.92742 -12.80789
H -8.12855 -21.18718 -14.58064
H -7.96096 -29.61583 -7.55872
H -6.38208 -29.12937 -8.17567
H -4.04342 -30.08910 -11.73973
H -9.12299 -25.76607 -11.89752
O -18.10420 -22.71409 -13.44626
H -17.90244 -20.17731 -12.21337
C -8.70122 -18.78636 -6.13431
H -13.64187 -18.91601 -3.36419
H -7.99819 -23.51713 -13.70396
H -12.30849 -18.90553 -8.35973
C -5.80119 -23.99785 -8.73976
H -15.27384 -20.55335 -4.22153
C -6.68483 -19.55859 -7.73501
C -3.71432 -22.39126 -11.56671
H -2.83254 -23.01417 -11.53781
H -16.33252 -17.80672 -7.39093
H -9.46573 -24.24680 -9.50649
S -8.11280 -27.98004 -9.43804
H -4.78725 -19.39579 -10.38055
O -18.88379 -23.38541 -11.03768
H -12.11867 -22.80701 -5.99049
H -12.53539 -27.93002 -8.90924
H -8.29790 -18.30419 -11.34007
H -7.45818 -19.16832 -4.45320
H -15.68024 -23.64929 -12.88079
H -6.99929 -20.14348 -11.37359
H -5.43720 -30.42884 -13.58825
O -5.31698 -26.31116 -7.33575
H -2.09295 -27.95211 -10.58779
H -2.05281 -22.81138 -4.80447
H -11.06692 -24.78559 -10.32730
H -10.55465 -20.91261 -8.60661
H -15.64384 -21.66187 -8.66684
H -3.00514 -24.84012 -5.48302
H -18.15383 -20.66339 -10.49523
O -9.69172 -27.88263 -9.05581
H -2.06756 -29.59254 -10.18809
H -3.79118 -22.71208 -4.85135
H -7.95365 -24.64450 -11.46166
C -7.57150 -19.28375 -5.52102
H -10.69268 -23.81033 -12.27554
H -9.36278 -18.30091 -5.43211
H -13.87598 -17.25656 -7.51430
C -3.68149 -28.59955 -9.26024
H -6.22753 -24.48425 -9.61712
H -7.94024 -18.87384 -9.36805
C -7.87124 -18.56732 -14.24459
*
```